No. 1
Formula: C11H14F3InO4P
Source: the OMol25 dataset
Level of theory: wB97M-V/def2-TZVPD

Each line ends with the Mulliken charge.
Atoms and positions in Å:
O: 0.391 4.884 0.976  -0.55
C: 0.497 3.731 0.652  0.05
C: 0.092 2.573 1.498  -0.84
In: 0.297 0.587 0.492  0.89
C: 1.911 0.788 -1.046  -1.19
C: 3.058 -0.228 -1.013  -0.88
C: 2.652 -1.682 -1.177  0.86
F: 1.365 -1.869 -1.457  -0.18
F: 2.942 -2.418 -0.099  -0.28
F: 3.337 -2.268 -2.201  -0.36
C: -1.629 -0.065 -0.398  -0.07
C: -1.746 -0.655 -1.659  0.04
C: -2.985 -1.069 -2.150  -0.66
C: -4.119 -0.898 -1.363  -0.26
C: -4.036 -0.307 -0.109  -0.65
C: -2.792 0.106 0.368  -0.35
P: 0.759 -1.191 2.290  0.54
O: -0.214 -0.964 3.393  -0.70
O: 0.502 -2.678 1.679  -0.53
O: 2.289 -1.316 2.843  -0.51
H: 0.914 3.517 -0.348  0.26
H: -0.926 2.753 1.838  0.30
H: 0.715 2.609 2.392  0.27
H: 1.523 0.827 -2.062  0.37
H: 2.372 1.759 -0.873  0.37
H: 3.637 -0.160 -0.099  0.32
H: 3.740 -0.026 -1.838  0.43
H: -0.861 -0.805 -2.262  0.26
H: -3.031 -1.526 -3.127  0.36
H: -5.081 -1.228 -1.735  0.34
H: -4.903 -0.177 0.521  0.36
H: -2.719 0.560 1.346  0.31
H: -0.446 -2.707 1.509  0.34
H: 2.492 -0.454 3.219  0.33

Its charge is -1. Its electronic energy is -1559.7370 Eh. The calculation puts the HOMO energy at -5.223 eV. For the HOMO-LUMO gap, the calculation gives 8.00 eV. The value obtained for the max |F| is 0.023 hartree/bohr.

No. 2
Formula: C11H14F3N4O3S2Sc
Source: the OMol25 dataset
Level of theory: wB97M-V/def2-TZVPD

Each line ends with the natural charge from an NBO analysis.
Atoms and positions in Å:
Sc: 0.696 -0.475 0.520  1.50
C: -2.378 -0.470 2.973  -0.66
C: -0.884 -0.419 2.910  0.05
C: -0.197 0.786 2.671  -0.28
C: 1.202 0.837 2.654  -0.24
C: 1.943 -0.341 2.807  -0.27
C: 1.269 -1.551 3.016  -0.19
C: -0.121 -1.583 3.068  -0.14
H: -2.815 0.526 2.995  0.24
H: -2.695 -1.006 3.868  0.27
H: -2.778 -1.013 2.114  0.26
H: -0.761 1.702 2.535  0.26
H: 1.713 1.776 2.477  0.27
H: 3.024 -0.308 2.761  0.28
H: 1.831 -2.471 3.119  0.28
H: -0.625 -2.530 3.226  0.26
C: -0.726 3.025 -3.328  -0.68
C: 0.517 2.273 -3.053  0.38
N: 1.548 2.165 -3.824  -0.18
N: 2.429 1.367 -3.162  -0.32
C: 1.988 0.971 -1.981  0.27
S: 2.750 -0.005 -0.804  -0.09
N: 0.762 1.542 -1.889  -0.22
N: -0.047 1.364 -0.759  -0.65
H: -0.640 3.472 -4.316  0.30
H: -0.877 3.822 -2.598  0.25
H: -1.596 2.366 -3.321  0.25
H: 3.317 1.139 -3.590  0.47
H: -0.126 2.251 -0.261  0.42
H: -0.983 1.085 -1.062  0.44
F: -2.032 -2.634 -2.635  -0.27
C: -0.824 -2.671 -2.125  0.75
F: -0.119 -1.611 -2.575  -0.32
F: -0.200 -3.777 -2.438  -0.26
S: -0.934 -2.511 -0.288  2.31
O: -1.283 -1.063 -0.088  -0.99
O: -1.831 -3.476 0.204  -0.81
O: 0.483 -2.555 0.179  -0.94

Its charge is +2. Its electronic energy is -2728.5781 Eh. The calculation puts the HOMO energy at -16.327 eV. The relative energy (zero: lowest compared OMol25 entry of this formula, charge and spin) comes out at 0.009 eV. For the HOMO-LUMO gap, the calculation gives 8.51 eV. The value obtained for the max |F| is 0.025 hartree/bohr.